## i
DFT (ωB97M-V/def2-TZVPD) results for a structure of composition C15H12BBrClF4N2O7Sm.

```
! wB97M-V def2-TZVPD RIJCOSX def2/J DEFGRID3
* xyz 0 6
Sm 0.7252 -0.6613 0.9735
Br 2.5218 4.6308 -3.6992
Cl -5.1245 -2.0769 -0.3453
F 0.3084 -0.6110 3.4025
F 0.8671 -2.5530 2.3889
F 2.3888 -0.8677 2.5918
F 1.7783 -2.0770 4.4994
O 2.4364 -1.9256 -0.0912
O 1.3549 -1.7483 -2.6682
O 1.0879 -4.3746 -0.2890
O -0.0857 -2.4802 -0.2975
O 2.5757 0.2536 -0.2561
O 0.3572 1.5263 1.2718
O -0.1339 0.6233 -0.6878
N -0.3136 5.2533 -0.7892
N -1.8561 -0.6873 1.3873
C 2.5574 -1.0709 -2.2883
C -2.3498 0.1166 2.3346
C -2.7099 -1.3308 0.5891
C 1.2148 3.0941 -1.6926
C 0.3256 2.9554 -0.6434
C 1.3270 4.3401 -2.2675
C 1.1993 -3.0825 -2.2593
C 0.1590 1.6322 0.0140
C -4.5938 -0.3771 1.7053
C 0.5516 5.3887 -1.7966
C -3.7054 0.2988 2.5241
C -0.4068 4.0506 -0.2206
C 0.7187 -3.2383 -0.8356
C 2.5827 -0.8787 -0.7920
C -4.0769 -1.1997 0.7262
B 1.3728 -1.5613 3.3260
H -1.1023 3.9542 0.6061
H -2.2907 -1.9603 -0.1809
H 3.4443 -1.6295 -2.6021
H -1.6256 0.6291 2.9510
H 2.1104 -3.6679 -2.3843
H -5.6648 -0.2677 1.8165
H 0.6298 6.3678 -2.2524
H 1.8056 2.2533 -2.0302
H 0.7534 -4.3771 0.6304
H 0.4121 -3.5142 -2.8812
H 2.5284 -0.1112 -2.7911
H -4.0551 0.9618 3.3034
*
```

Results
**HOMO (spin up / spin down)**: -9.52 / -9.52 eV
**Gap between HOMO and LUMO (spin up / spin down)**: 9.44 / 9.51 eV
**⟨S²⟩**: 8.757
**E_LUMO (spin up / spin down)**: -0.08 / -0.01 eV



## ii
DFT (ωB97M-V/def2-TZVPD) results for a structure of composition C15H12BBrClF4N2O7Sm.

```
! wB97M-V def2-TZVPD RIJCOSX def2/J DEFGRID3
* xyz 0 6
Sm -0.5084 0.3074 -0.6618
Br 1.6538 -6.4039 -3.5973
Cl -2.4174 -0.5193 5.1042
F -2.1852 -1.1138 0.2017
F -2.4784 1.1275 0.0735
F -2.7239 -0.1894 -1.7678
F -4.3357 -0.2625 -0.0881
O -1.2787 1.8455 -2.2363
O 1.2782 2.6339 -3.0575
O -0.1508 -1.5725 -1.7448
O 0.7196 -1.2995 0.2657
O 0.1237 3.0965 -0.2156
O 1.3508 0.8837 -1.6412
O -1.4643 3.7864 -3.3177
N -0.3756 0.7678 1.9786
N 2.2333 -5.1620 0.2729
C 2.2039 -5.8549 -0.8590
C 0.5312 -1.9976 -0.7740
C 1.0846 -4.0879 -2.0263
C 1.7075 -3.9436 0.2793
C -1.2637 0.1713 2.7731
C -0.2669 1.0873 4.7491
C 1.4118 2.1213 -1.9542
C -0.7285 3.8553 -1.0569
C 1.4769 3.0586 -0.7308
C 1.6440 -5.3493 -2.0247
C 0.5705 1.5109 2.5563
C 0.6570 1.7026 3.9231
C -1.2382 0.3007 4.1542
C 1.1216 -3.3655 -0.8414
C -1.1587 3.0559 -2.2745
B -3.0395 -0.1405 -0.4119
H -0.2395 1.2080 5.8233
H 1.8106 4.0589 -1.0062
H 0.6268 -3.6575 -2.9064
H -1.6687 3.2100 -4.0683
H -0.2511 4.7815 -1.3784
H 1.4344 2.3299 4.3362
H 1.7487 -3.3945 1.2119
H 2.1058 2.6384 0.0503
H -2.0293 -0.4359 2.3122
H 1.2930 1.9693 1.8949
H -1.6242 4.0890 -0.4791
H 2.6391 -6.8472 -0.8402
*
```

Results
**HOMO (spin up / spin down)**: -9.47 / -9.47 eV
**Gap between HOMO and LUMO (spin up / spin down)**: 9.46 / 9.46 eV
**⟨S²⟩**: 8.756
**E_LUMO (spin up / spin down)**: 0.00 / -0.01 eV



Short version: i is the most stable of them.